Molecular formula: C19H31N5O3
Method: DFT, ωB97M-V/def2-TZVPD

Structure (XYZ):
```
58
Properties=species:S:1:pos:R:3:forces:R:3
C -0.136481 -2.747490 4.087521 0.02 0.00 -0.01
C 0.705511 -3.441167 3.024585 -0.03 0.02 -0.06
C 2.200064 -3.266806 3.287413 -0.01 -0.02 -0.02
C 3.027702 -3.868530 2.165370 -0.03 0.02 -0.04
O 2.684416 -3.300519 0.910319 0.02 0.01 0.02
C 1.331815 -3.540866 0.591058 -0.05 0.00 0.03
C 0.386176 -2.910147 1.621411 0.05 -0.03 0.02
C -1.044021 -3.252123 1.225737 0.01 0.04 -0.07
O -1.521376 -4.330469 1.544997 -0.03 -0.01 0.03
N -1.737153 -2.348755 0.474084 0.00 -0.02 0.03
C -3.111503 -2.642726 0.106061 0.05 -0.01 0.01
C -1.216154 -1.060735 0.046071 -0.09 -0.02 0.01
C -1.455825 0.062043 1.053787 0.07 -0.02 -0.01
C -0.992857 1.417809 0.502522 -0.04 0.03 0.05
C -2.160916 2.361435 0.185377 0.04 -0.01 -0.03
C -1.635523 3.641743 -0.427380 0.03 -0.03 -0.04
O -1.347651 4.594385 0.277715 -0.01 0.01 0.00
N -1.453748 3.682624 -1.786847 -0.04 0.03 -0.03
C -0.725430 4.827082 -2.329957 0.05 -0.09 0.04
C 0.789898 4.558559 -2.328963 -0.03 -0.05 0.00
C 0.975002 3.183764 -2.881505 -0.01 0.13 0.06
C -0.016816 2.259175 -3.046445 0.04 -0.13 -0.11
N 0.513257 1.132725 -3.583092 0.03 0.08 0.04
N 1.786568 1.319475 -3.750292 -0.02 0.01 0.06
N 2.083995 2.555651 -3.322653 -0.09 -0.07 -0.03
C 3.442417 3.045739 -3.404291 0.02 0.01 0.00
C -1.437055 2.501390 -2.648742 0.05 0.04 0.07
H 0.066881 -1.672377 4.099018 0.00 0.00 0.00
H -1.201942 -2.895586 3.907155 0.00 -0.01 0.00
H 0.092462 -3.136747 5.081159 0.00 0.00 0.00
H 0.466352 -4.508676 3.023141 0.00 0.00 0.01
H 2.436680 -2.200835 3.372854 0.01 0.00 0.01
H 2.471002 -3.739530 4.235156 0.00 0.01 0.01
H 4.091298 -3.678863 2.303236 0.00 0.00 0.01
H 2.872281 -4.955829 2.125216 0.01 -0.01 0.01
H 1.167617 -3.121953 -0.403059 0.00 -0.01 0.00
H 1.131899 -4.620415 0.548161 0.01 0.00 -0.01
H 0.564565 -1.833135 1.622629 -0.03 0.03 -0.01
H -3.380721 -3.607069 0.524480 -0.02 0.01 -0.02
H -3.787615 -1.878499 0.496593 0.00 0.01 0.01
H -3.214700 -2.675603 -0.980760 0.00 -0.01 0.00
H -0.153802 -1.137522 -0.183555 0.02 0.00 0.00
H -1.707649 -0.816618 -0.901003 0.02 0.01 0.00
H -2.519084 0.098889 1.305534 0.00 -0.01 0.01
H -0.931572 -0.183699 1.979949 0.00 0.01 0.00
H -0.336764 1.924988 1.211152 0.00 -0.01 0.01
H -0.392772 1.255113 -0.399827 0.01 0.01 0.01
H -2.894288 1.866944 -0.453893 -0.02 0.00 0.00
H -2.661396 2.646714 1.109820 0.00 0.00 -0.01
H -1.068354 4.983509 -3.354661 -0.02 0.02 0.00
H -0.962568 5.698570 -1.728442 -0.01 0.02 -0.03
H 1.305947 5.312512 -2.927014 0.00 0.00 -0.01
H 1.168228 4.626352 -1.305832 0.02 0.00 0.00
H 3.554212 3.886498 -2.723819 0.01 -0.01 0.00
H 4.120376 2.248698 -3.111146 -0.01 0.00 -0.01
H 3.676223 3.364409 -4.418897 0.00 0.01 0.00
H -1.837631 1.640285 -2.123628 -0.02 -0.01 -0.04
H -2.069475 2.676206 -3.523578 -0.01 0.02 0.01
```
Forces are in eV/Å.

## Properties
LUMO level: 0.022 Ha
energy: -33799.400 eV
energy relative to the best compared isomer or geometry (same formula, charge and spin): 1.8372 eV
gap between HOMO and LUMO: 9.78 eV
SMILES: C[C@@H]1CCOC[C@H]1C(=O)N(C)CCCCC(=O)N1CCc2c(nnn2C)C1
largest force on an atom: 0.175 eV/Å
HOMO: -9.187 eV